No. 1
C39H40F6GeNO3SrTe | ωB97M-V/def2-TZVPD

Each line ends with the Löwdin charge.
CARTESIAN COORDINATES (ANGSTROEM)
Te -0.83 -2.07 -3.38  1.79
Sr 0.42 0.50 -2.55  1.65
Ge -0.86 -3.01 3.02  0.99
F -1.60 -2.94 -4.85  -0.39
F 3.00 0.85 -2.83  -0.04
F 0.45 -3.29 -3.93  -0.39
F 0.86 -1.78 -2.26  -0.50
F -2.63 -1.69 -3.22  -0.38
F -1.20 -3.32 -2.11  -0.32
O -0.37 -0.58 -4.29  -0.74
O -1.24 -0.61 -1.65  -0.39
O 0.33 0.20 -0.29  -0.10
N 1.27 2.97 -2.58  -0.04
C -0.58 5.87 -1.16  -0.06
C -0.37 -7.06 1.95  -0.09
C 4.86 2.24 -3.01  -0.04
C -4.92 -3.82 2.20  -0.08
C 3.24 4.46 -2.74  -0.05
C -0.87 -5.87 2.47  -0.11
C 0.81 -7.05 1.21  -0.09
C -0.20 -4.66 2.26  -0.26
C 0.18 4.70 -1.21  -0.13
C -0.81 5.89 -3.53  -0.06
C -0.70 3.21 0.59  -0.06
C -3.48 -2.59 4.24  -0.10
C 1.80 3.33 0.39  -0.07
C -3.53 -3.76 2.14  -0.11
C -2.79 -3.15 3.16  -0.27
C -0.73 -1.82 0.43  -0.16
C 0.98 -4.67 1.52  -0.10
C 0.48 4.13 -2.46  -0.21
C 0.49 4.08 0.16  -0.35
C -0.38 -1.51 1.89  -0.24
C -4.87 -2.66 4.31  -0.09
C -5.59 -3.27 3.29  -0.10
C 1.48 -5.86 0.99  -0.08
C -0.03 -3.53 7.12  -0.09
C -0.16 -2.78 4.81  -0.27
C -0.52 -3.67 5.83  -0.11
C -0.93 2.96 -5.18  -0.05
C 0.83 -2.48 7.42  -0.10
C -0.05 4.73 -3.63  -0.14
C 0.06 4.12 -5.03  -0.36
C 2.60 3.20 -2.71  -0.31
C 4.62 4.60 -2.90  -0.12
C 3.51 2.13 -2.85  -0.22
C 1.44 3.68 -5.53  -0.06
C 0.70 -1.73 5.13  -0.10
C -0.50 -0.67 -0.53  -0.63
C 1.20 -1.58 6.43  -0.09
C 5.45 3.50 -3.04  -0.13
C -1.07 6.48 -2.30  -0.10
H -1.21 6.34 -4.44  0.10
H 1.00 -1.01 4.37  0.09
H -1.95 3.26 -4.92  0.09
H -1.80 -5.89 3.03  0.09
H -0.85 2.38 -0.10  0.06
H 6.52 3.61 -3.17  0.08
H -6.67 -3.32 3.34  0.10
H -0.94 2.55 -6.19  0.09
H -0.27 4.91 -5.70  0.12
H -0.14 -2.64 0.03  0.10
H -5.48 -4.30 1.40  0.10
H 1.80 2.35 -0.07  0.05
H 0.50 4.94 0.84  0.12
H -0.66 2.15 -4.51  0.03
H -0.32 -4.24 7.89  0.10
H -1.63 3.78 0.63  0.08
H -0.90 -7.99 2.11  0.10
H 5.44 1.33 -3.11  0.11
H 1.87 -0.76 6.66  0.10
H 1.41 3.58 -6.62  0.08
H 1.53 -3.75 1.34  0.10
H 1.20 -7.97 0.79  0.10
H 0.68 -1.26 1.99  0.08
H -0.80 6.30 -0.18  0.11
H -0.52 2.76 1.58  0.08
H -1.20 -4.50 5.61  0.10
H 5.04 5.60 -2.91  0.09
H 1.94 3.20 1.47  0.08
H 1.74 2.72 -5.11  0.07
H 2.63 5.34 -2.64  0.11
H 2.67 3.87 0.00  0.08
H -0.94 -0.65 2.25  0.09
H -1.66 7.39 -2.23  0.09
H 2.23 4.40 -5.27  0.08
H 2.40 -5.84 0.41  0.10
H -5.39 -2.22 5.16  0.10
H -3.03 -4.20 1.29  0.10
H 1.22 -2.37 8.43  0.10
H -2.93 -2.11 5.05  0.10
H -1.77 -2.12 0.31  0.12

## Properties
energy above the lowest of the compared OMol25 structures with the same formula, charge and spin	2.805	eV
HOMO energy	-4.43	eV
charge	-1
Kohn-Sham gap	6.6	eV

***

No. 2
C39H40N2P | ωB97M-V/def2-TZVPD

Each line ends with the Löwdin charge.
CARTESIAN COORDINATES (ANGSTROEM)
P 0.18 1.77 -0.98  1.19
N -4.71 -2.05 1.74  -0.09
N 4.65 -2.38 1.75  -0.10
C -3.54 -1.38 1.51  -0.21
C 2.85 2.23 -1.92  -0.13
C -2.62 -0.24 -3.23  -0.05
C -2.93 2.12 -3.65  -0.06
C -3.27 0.79 -3.91  -0.06
C -6.70 -2.81 2.81  -0.15
C 1.21 -1.07 1.80  -0.03
C -1.26 1.39 -2.03  -0.29
C 1.57 1.66 -2.16  -0.28
C 5.88 -2.30 0.98  -0.17
C 0.09 0.90 0.58  -0.27
C 2.34 1.20 -4.44  -0.05
C 4.70 -3.33 2.84  -0.16
C -1.43 -1.18 0.35  -0.09
C 2.32 -1.85 2.09  0.00
C 0.05 3.58 -0.71  -0.29
C 3.64 1.62 -4.13  -0.05
C -1.54 0.05 -2.39  -0.10
C -2.60 -1.89 0.59  0.00
C 6.74 -3.45 1.48  -0.16
C 3.70 -0.39 0.74  0.01
C 2.63 0.48 0.66  -0.06
C 0.73 4.46 -1.57  -0.07
C -3.29 -0.12 2.12  0.00
C -1.99 2.42 -2.65  -0.05
C -5.57 -1.76 2.87  -0.16
C -5.20 -3.14 0.90  -0.16
C 0.41 5.82 -1.61  -0.06
C -0.56 6.33 -0.75  -0.06
C 3.57 -1.58 1.51  -0.22
C -2.19 0.64 1.71  -0.04
C 3.89 2.11 -2.84  -0.06
C -6.63 -3.43 1.41  -0.16
C -1.19 5.49 0.17  -0.06
C -1.23 0.11 0.85  -0.26
C 1.33 0.07 0.99  -0.21
C 6.14 -3.85 2.84  -0.15
C 1.35 1.14 -3.45  -0.05
C -0.86 4.12 0.23  -0.06
H 4.89 2.42 -2.55  0.12
H -1.32 3.50 1.00  0.09
H 6.38 -1.33 1.14  0.12
H -2.06 1.64 2.11  0.11
H 3.04 2.81 -1.01  0.11
H 0.39 0.69 -3.69  0.10
H -5.98 -0.74 2.82  0.12
H 3.98 -4.15 2.69  0.12
H 6.19 -4.93 3.02  0.11
H -7.34 -2.95 0.73  0.11
H -6.82 -4.50 1.42  0.11
H 6.67 -4.28 0.77  0.11
H -7.67 -2.35 3.00  0.11
H -1.94 5.90 0.85  0.11
H 2.79 1.50 0.32  0.08
H -3.41 2.93 -4.19  0.11
H -2.76 -2.85 0.10  0.11
H 7.79 -3.15 1.57  0.11
H 0.05 1.75 1.30  0.12
H -4.07 0.56 -4.63  0.12
H 1.51 4.10 -2.24  0.10
H -0.79 7.40 -0.78  0.12
H -1.82 3.46 -2.36  0.11
H 4.66 -0.13 0.29  0.10
H 2.19 -2.70 2.77  0.10
H -0.64 -1.68 -0.23  0.12
H 6.69 -3.34 3.64  0.11
H 5.69 -2.40 -0.10  0.13
H -2.94 -1.27 -3.38  0.11
H 4.45 1.53 -4.86  0.12
H -4.57 -4.04 1.02  0.12
H -5.19 -2.87 -0.17  0.12
H -6.52 -3.58 3.56  0.11
H 4.47 -2.87 3.81  0.12
H -3.98 0.26 2.88  0.10
H 2.08 0.88 -5.45  0.11
H 0.25 -1.37 2.22  0.12
H -0.93 -0.76 -2.00  0.10
H 0.95 6.46 -2.32  0.12
H -5.04 -1.85 3.83  0.13

## Properties
energy above the lowest of the compared OMol25 structures with the same formula, charge and spin	0.736	eV
HOMO energy	-9.53	eV
charge	+1
Kohn-Sham gap	7.2	eV

***

No. 3
C39H40N5O4PSe2Sn | ωB97M-V/def2-TZVPD

Each line ends with the Löwdin charge.
CARTESIAN COORDINATES (ANGSTROEM)
Sn 0.07 0.20 -0.62  0.83
Se 1.72 2.19 -0.63  0.49
Se 2.12 -1.30 -0.11  0.54
P 3.20 0.63 -0.14  0.37
O -5.10 1.51 -0.14  -0.09
O -0.45 -2.64 1.60  -0.12
O -3.45 2.19 2.85  -0.08
O 0.84 -3.10 -7.24  -0.11
N -2.98 0.31 0.69  0.18
N -0.73 0.00 1.36  -0.03
N 0.49 -0.57 -2.75  0.08
N -2.51 -0.37 2.82  0.18
N 1.00 -1.61 -4.91  -0.06
C -4.29 1.24 3.34  -0.23
C 4.74 1.65 -2.22  -0.09
C -4.04 1.62 -0.98  -0.21
C 3.93 0.92 1.47  -0.41
C 1.86 -1.56 4.25  -0.05
C -2.86 0.98 -0.53  -0.17
C -4.04 2.28 -2.19  0.01
C 6.39 -0.58 -2.32  -0.05
C -2.89 2.32 -2.97  -0.06
C 5.80 1.61 -3.11  -0.05
C -3.82 -0.08 3.31  -0.17
C 5.24 0.09 3.31  -0.06
C -2.05 -0.01 1.61  -0.32
C -4.59 -1.11 3.82  -0.01
C 3.84 2.16 2.09  -0.10
C 1.70 -2.91 -5.00  -0.08
C 0.26 -1.91 2.50  -0.32
C 4.51 0.57 -1.38  -0.40
C -3.89 3.54 2.90  -0.05
C 0.05 -1.94 -7.12  -0.18
C -1.73 1.00 -1.33  -0.26
C -6.32 0.44 4.36  -0.05
C 0.73 -1.06 -3.77  -0.19
C 4.62 -0.12 2.09  -0.10
C 0.86 0.33 3.18  -0.01
C 1.13 -2.43 3.45  0.00
C 5.33 -0.55 -1.43  -0.10
C 4.45 2.36 3.32  -0.06
C -5.84 -0.86 4.36  -0.07
C -5.56 1.49 3.85  0.00
C 1.74 -0.18 4.12  -0.07
C 6.63 0.50 -3.16  -0.05
C -1.74 1.69 -2.54  -0.14
C -6.35 2.05 -0.55  -0.03
C 0.97 -3.78 -6.01  -0.18
C 0.71 -0.94 -6.19  -0.08
C 0.12 -0.52 2.38  -0.32
C -0.41 -4.06 1.72  -0.05
C 5.15 1.33 3.92  -0.05
H -1.84 -0.76 3.46  0.16
H 0.07 -0.08 -6.00  0.14
H 4.09 2.53 -2.19  0.07
H -6.67 1.59 -1.49  0.11
H 5.78 -0.72 3.79  0.12
H 3.29 2.97 1.62  0.07
H 1.71 -3.37 -4.01  0.14
H 7.46 0.48 -3.85  0.12
H -0.95 -2.21 -6.73  0.14
H 2.31 0.48 4.75  0.11
H -7.30 0.66 4.77  0.12
H -4.78 3.69 2.28  0.10
H 0.74 1.40 3.06  0.13
H -4.20 -2.12 3.80  0.12
H -2.90 2.86 -3.90  0.12
H 5.98 2.45 -3.77  0.12
H -3.07 4.13 2.50  0.10
H 5.15 -1.40 -0.79  0.09
H 0.60 -4.44 1.54  0.10
H -0.85 1.72 -3.16  0.09
H -4.10 3.85 3.92  0.10
H 4.68 -1.10 1.63  0.10
H 1.54 -4.68 -6.21  0.14
H -7.05 1.81 0.24  0.10
H -1.09 -4.45 0.97  0.10
H 1.26 -3.49 3.56  0.11
H 4.38 3.33 3.80  0.12
H 2.54 -1.97 4.99  0.12
H -5.95 2.49 3.88  0.11
H 5.63 1.50 4.88  0.12
H -3.93 0.31 1.04  0.14
H -4.94 2.78 -2.53  0.12
H -6.43 -1.66 4.77  0.11
H -6.28 3.13 -0.67  0.10
H -0.74 -4.38 2.71  0.10
H -0.02 -4.06 -5.63  0.13
H -0.06 -1.51 -8.11  0.14
H 2.73 -2.72 -5.32  0.14
H 1.66 -0.60 -6.61  0.14
H 7.03 -1.45 -2.36  0.12

## Properties
energy above the lowest of the compared OMol25 structures with the same formula, charge and spin	0.000	eV
HOMO energy	-12.86	eV
charge	+2
Kohn-Sham gap	7.4	eV

***

No. 4
C39H40N6O5PS3Y | ωB97M-V/def2-TZVPD

Each line ends with the Löwdin charge.
CARTESIAN COORDINATES (ANGSTROEM)
Y 0.61 0.00 0.16  1.43
S 3.47 -0.49 1.46  0.75
S 2.28 2.44 -0.28  0.82
S -4.61 -3.72 4.54  0.93
P -1.16 2.15 -1.15  1.10
O -0.37 -0.63 -2.60  -0.28
O 1.93 -1.47 -1.54  -0.31
O 1.18 2.27 0.73  -0.58
O 2.23 1.19 -1.09  -0.58
O 1.60 3.55 -1.35  -0.28
N -4.07 -4.03 3.05  -0.23
N 3.85 -3.14 1.66  0.02
N 0.05 -0.31 2.45  -0.02
N -0.54 -1.92 0.33  -0.09
N -3.57 -2.55 4.96  -0.23
N 5.57 -2.06 0.81  -0.16
C -1.71 4.77 -0.33  -0.07
C -2.12 1.91 1.40  -0.11
C 2.36 -2.82 -1.36  -0.09
C -1.31 -0.66 4.94  -0.05
C -4.32 0.35 0.77  -0.06
C -3.57 0.92 -0.25  -0.11
C -0.74 -2.89 -0.63  -0.22
C -3.05 -3.23 2.83  -0.31
C -0.21 0.24 4.80  -0.08
C 0.54 -1.25 -3.48  -0.20
C 0.57 4.36 -0.91  -0.34
C -1.72 -0.90 -2.94  -0.08
C -0.99 2.19 -3.87  -0.11
C -2.75 -2.37 3.94  -0.32
C -1.43 6.11 -0.11  -0.07
C -3.97 0.55 2.10  -0.06
C 1.92 -1.05 -2.90  -0.17
C -3.19 2.71 -3.06  -0.08
C 0.86 5.70 -0.70  -0.01
C -2.46 -4.04 0.59  -0.05
C -2.45 1.69 0.06  -0.38
C -1.87 2.35 -2.80  -0.36
C -2.26 -3.17 1.61  -0.13
C -3.63 2.87 -4.36  -0.07
C 6.32 -1.04 0.12  -0.04
C -0.95 -1.32 2.61  -0.20
C -1.66 -1.42 3.88  -0.15
C -1.42 2.38 -5.17  -0.08
C 4.32 -1.92 1.28  -0.79
C 4.92 -4.12 1.69  -0.13
C -1.24 -2.13 1.56  -0.20
C 1.65 1.22 3.57  -0.09
C 5.98 -3.46 0.80  -0.12
C -1.62 -3.91 -0.58  -0.10
C -2.87 1.34 2.41  -0.06
C -0.73 3.88 -0.74  -0.28
C -0.14 6.57 -0.30  -0.07
C 0.42 0.35 3.60  -0.36
C -2.75 2.71 -5.42  -0.08
H -1.25 2.51 1.66  0.11
H 2.53 0.62 3.81  0.04
H -2.21 6.78 0.22  0.10
H -3.22 -4.80 0.66  0.10
H -2.57 1.48 3.44  0.11
H 1.88 6.03 -0.85  0.12
H -4.54 0.07 2.89  0.11
H 0.30 -2.32 -3.57  0.13
H 3.44 -2.88 -1.51  0.09
H -3.88 2.86 -2.23  0.10
H 6.47 -1.33 -0.92  0.09
H 0.14 0.81 5.64  0.09
H -3.84 0.73 -1.28  0.09
H 0.48 -0.81 -4.49  0.14
H 1.56 2.00 4.33  0.08
H -1.85 -0.75 5.87  0.11
H 3.09 -3.15 2.31  0.14
H 2.10 -3.11 -0.35  0.08
H -0.73 2.26 -6.00  0.10
H 2.18 0.01 -2.89  0.11
H -0.15 -2.75 -1.52  0.06
H -1.99 -0.40 -3.87  0.09
H 5.77 -0.11 0.17  0.06
H 2.67 -1.59 -3.47  0.14
H 1.82 1.70 2.62  0.02
H -3.09 2.84 -6.44  0.10
H -1.88 -1.98 -3.02  0.09
H -2.72 4.41 -0.17  0.11
H -4.66 3.14 -4.55  0.10
H 4.60 -5.08 1.30  0.12
H 5.29 -4.27 2.71  0.12
H 6.99 -3.57 1.20  0.12
H 1.86 -3.49 -2.06  0.10
H 0.05 1.92 -3.67  0.11
H -1.70 -4.60 -1.41  0.09
H 7.30 -0.91 0.60  0.09
H 5.96 -3.85 -0.22  0.12
H 0.10 7.62 -0.13  0.11
H -5.17 -0.27 0.52  0.11
H -2.34 -0.53 -2.12  0.07

## Properties
energy above the lowest of the compared OMol25 structures with the same formula, charge and spin	1.201	eV
HOMO energy	-4.24	eV
charge	0
Kohn-Sham gap	4.5	eV

***

No. 5
C39H41AsCdF6N9O8S | ωB97M-V/def2-TZVPD

Each line ends with the Löwdin spin population.
CARTESIAN COORDINATES (ANGSTROEM)
Cd 0.77 0.10 0.49  0.00
As -0.03 -4.84 -2.85  0.00
S 6.85 4.32 0.15  0.00
F -0.67 -5.08 -4.45  0.00
F 0.65 -4.61 -1.28  0.00
F -0.45 -3.18 -3.07  0.00
F 1.53 -4.55 -3.57  0.00
F -1.63 -5.21 -2.16  0.01
F 0.34 -6.50 -2.77  0.00
O 2.36 3.17 0.75  0.00
O -2.49 1.25 0.36  0.00
O 1.52 1.78 -0.82  0.00
O 7.61 3.57 -0.79  0.00
O 2.64 0.86 2.59  0.00
O 2.69 -0.78 1.17  0.00
O 6.89 5.74 -0.05  0.00
O -9.58 -6.55 -4.03  0.03
N -0.41 -2.06 0.81  0.00
N -0.71 1.64 1.80  0.00
N -1.44 3.60 2.66  0.00
N -1.27 6.29 0.52  0.00
N 5.30 3.86 0.12  0.00
N -4.37 -4.19 -1.02  0.04
N 0.65 2.79 3.31  0.00
N -4.63 -2.72 -2.68  0.02
N -0.49 -0.46 -1.38  0.01
C -2.53 -1.37 -2.11  0.01
C -1.48 -1.35 -1.23  0.04
C -0.25 -2.88 1.79  0.03
C 3.24 -0.08 2.09  0.00
C 6.79 4.55 2.88  0.00
C -0.45 2.69 2.63  0.00
C -2.17 -4.18 1.14  0.03
C -1.42 0.33 -3.34  -0.01
C -6.37 -4.51 -2.46  0.03
C 4.94 2.47 0.23  0.00
C 2.49 2.38 -0.22  0.00
C -1.64 4.65 3.68  0.00
C -2.46 3.25 1.70  0.00
C -3.46 -2.49 -2.01  0.17
C -3.24 -3.40 -1.03  0.24
C -7.02 -3.98 -3.58  0.03
C -1.93 1.91 1.20  0.00
C -6.81 -5.64 -1.93  0.03
C -2.27 -3.28 0.08  0.01
C 8.07 2.70 1.97  0.00
C -2.55 -0.43 -3.14  0.04
C 7.67 2.77 4.36  0.00
C -7.92 -6.36 -2.48  0.01
C -1.37 -2.29 -0.13  0.04
C -0.11 4.77 -1.27  0.00
C -10.48 -6.00 -5.02  0.00
C -0.85 3.56 -1.73  0.00
C 7.32 3.84 1.80  0.00
C -0.34 0.24 -2.50  0.04
C 7.75 2.12 5.69  0.00
C -8.56 -5.81 -3.59  0.04
C 4.64 -0.47 2.51  0.00
C 3.83 2.04 -0.74  0.00
C -8.05 -4.63 -4.17  0.00
C 7.01 3.96 4.13  0.00
C -1.07 -3.97 2.00  -0.01
C -5.16 -3.77 -2.08  0.12
C 8.25 2.17 3.26  0.00
C -0.76 5.63 -0.26  0.00
H 1.49 2.22 3.12  0.00
H 3.86 0.94 -0.92  0.00
H -11.22 -6.82 -5.07  0.00
H 9.04 1.38 3.44  0.00
H 6.53 4.53 4.94  0.00
H 6.27 5.47 2.76  0.00
H -8.29 -7.18 -1.91  0.00
H -0.71 5.19 3.78  0.00
H 5.42 0.11 1.98  0.00
H -0.99 2.89 -0.91  0.00
H -2.83 -4.98 1.14  0.00
H -1.81 3.81 -2.03  0.00
H 0.58 0.72 -2.62  0.00
H -0.21 3.00 -2.42  0.00
H 4.00 2.49 -1.73  0.00
H 4.65 2.22 1.23  0.00
H 4.84 -1.53 2.35  0.00
H 7.39 2.75 6.56  0.00
H 0.87 4.39 -0.91  0.00
H -2.54 4.01 0.94  0.00
H 0.61 -2.62 2.40  0.00
H -10.92 -5.14 -4.60  0.00
H -6.39 -6.14 -1.08  0.00
H 7.20 1.17 5.66  0.00
H 8.46 2.18 1.13  0.00
H -10.00 -5.80 -5.98  0.00
H 0.91 3.65 3.78  0.00
H 5.82 1.95 -0.07  0.00
H -8.62 -4.19 -4.98  0.00
H -3.42 3.09 2.14  0.00
H 0.07 5.45 -2.20  0.00
H 8.76 1.91 6.00  0.00
H -4.49 -5.09 -0.52  0.00
H 4.82 -0.27 3.55  0.00
H -1.38 0.97 -4.25  0.00
H -2.36 5.35 3.30  0.00
H -2.04 4.23 4.55  0.00
H -0.80 -4.70 2.81  0.00
H -6.76 -3.05 -4.00  0.00
H -3.33 -0.48 -3.86  0.00
H 4.62 4.49 0.54  0.00

## Properties
energy above the lowest of the compared OMol25 structures with the same formula, charge and spin	0.763	eV
multiplicity	2
HOMO energy (alpha / beta)	-8.89 / -8.89	eV
charge	0
Kohn-Sham gap (alpha / beta)	7.6 / 4.3	eV

***

| no. | largest force on an atom (eV/A) |
| --- | --- |
| 1 | 6.7 |
| 2 | 2.7 |
| 3 | 0.4 |
| 4 | 0.8 |
| 5 | 5.5 |